Entry P
A 7-piece molecular cluster, C28H42O21 overall. Source: the OMol25 dataset; level of theory: wB97M-V/def2-TZVPD.

Each line ends with the Mulliken charge.
Geometry (Å):
C (7.477, 13.769, 11.655)  -1.30
C (8.820, 13.846, 10.936)  0.31
C (9.234, 15.044, 10.102)  -0.17
O (10.273, 15.559, 10.786)  -0.24
C (10.599, 14.833, 11.829)  0.58
O (11.458, 15.044, 12.638)  -0.58
O (9.783, 13.814, 11.912)  -0.35
H (6.802, 14.210, 10.921)  0.34
H (7.287, 14.415, 12.512)  0.33
H (7.022, 12.784, 11.759)  0.34
H (9.025, 12.907, 10.423)  0.28
H (8.394, 15.737, 10.051)  0.22
H (9.441, 14.789, 9.063)  0.24
C (4.344, 16.052, 0.323)  -1.49
C (3.303, 15.201, 0.889)  0.67
C (3.320, 13.714, 0.422)  -0.62
O (3.347, 12.836, 1.424)  -0.37
C (3.448, 13.561, 2.548)  0.62
O (3.646, 13.122, 3.610)  -0.53
O (3.526, 14.855, 2.289)  -0.14
H (4.267, 15.978, -0.761)  0.45
H (5.366, 15.790, 0.598)  0.24
H (4.291, 17.112, 0.573)  0.34
H (2.292, 15.608, 0.897)  0.19
H (4.208, 13.345, -0.090)  0.30
H (2.614, 13.530, -0.387)  0.37
C (0.370, 19.898, -0.801)  -1.54
C (0.412, 19.979, 0.682)  0.72
C (-0.918, 20.084, 1.403)  -0.46
O (-0.742, 19.107, 2.440)  -0.38
C (0.465, 18.458, 2.381)  0.68
O (0.918, 17.632, 3.193)  -0.56
O (1.046, 18.815, 1.192)  -0.28
H (1.195, 19.314, -1.208)  0.32
H (0.305, 20.939, -1.119)  0.38
H (-0.419, 19.368, -1.335)  0.38
H (0.980, 20.843, 1.028)  0.22
H (-1.872, 19.814, 0.950)  0.31
H (-1.083, 21.032, 1.916)  0.23
C (8.184, 16.090, 2.412)  -1.36
C (9.653, 16.558, 2.360)  0.59
C (10.239, 16.394, 3.748)  0.01
O (11.376, 15.562, 3.570)  -0.33
C (11.533, 15.374, 2.323)  0.58
O (12.549, 14.960, 1.804)  -0.58
O (10.360, 15.588, 1.677)  -0.39
H (7.558, 16.897, 2.794)  0.33
H (7.832, 15.278, 3.048)  0.44
H (7.882, 15.940, 1.376)  0.31
H (9.640, 17.560, 1.929)  0.31
H (9.566, 15.975, 4.496)  0.06
H (10.286, 17.423, 4.102)  0.07
C (10.198, 17.313, 7.362)  -0.87
C (11.299, 18.397, 7.089)  0.19
C (12.171, 18.604, 8.316)  -0.31
O (13.384, 18.806, 7.582)  -0.36
C (13.341, 18.188, 6.364)  0.52
O (14.308, 17.884, 5.681)  -0.57
O (12.089, 17.886, 6.041)  -0.20
H (10.619, 16.344, 7.631)  0.38
H (9.456, 17.240, 6.567)  -0.13
H (9.564, 17.760, 8.128)  0.49
H (10.838, 19.361, 6.871)  0.28
H (12.121, 17.848, 9.100)  0.24
H (11.795, 19.556, 8.692)  0.34
C (3.792, 21.539, 7.944)  -1.46
C (3.619, 21.587, 6.447)  0.31
C (4.375, 20.659, 5.474)  0.02
O (3.389, 20.746, 4.512)  -0.33
C (2.167, 20.963, 4.915)  0.75
O (1.220, 20.982, 4.193)  -0.57
O (2.250, 21.406, 6.142)  -0.38
H (4.856, 21.510, 8.180)  0.37
H (3.368, 20.608, 8.317)  0.35
H (3.470, 22.517, 8.301)  0.38
H (3.945, 22.619, 6.320)  0.17
H (4.358, 19.646, 5.877)  0.05
H (5.354, 21.084, 5.252)  0.30
C (4.259, 17.478, 4.370)  -1.36
C (4.724, 16.527, 5.565)  0.67
C (6.020, 15.839, 5.392)  0.30
O (6.857, 16.337, 6.410)  -0.16
C (6.073, 16.946, 7.291)  0.56
O (6.525, 17.276, 8.415)  -0.60
O (4.818, 17.144, 6.789)  -0.35
H (4.017, 17.050, 3.397)  -0.02
H (5.098, 18.144, 4.173)  0.47
H (3.419, 18.105, 4.670)  0.41
H (3.944, 15.771, 5.662)  0.22
H (6.292, 16.129, 4.377)  -0.50
H (5.838, 14.765, 5.429)  0.33

Properties
charge	0
Kohn-Sham gap	10.455	eV
structure (SMILES)	C[C@H]1COC(=O)O1.C[C@H]1COC(=O)O1.C[C@H]1COC(=O)O1.C[C@H]1COC(=O)O1.C[C@H]1COC(=O)O1.C[C@H]1COC(=O)O1.C[C@H]1COC(=O)O1
HOMO level	-10.65	eV

Entry Q
A 7-piece molecular cluster, C28H42O21 overall. Source: the OMol25 dataset; level of theory: wB97M-V/def2-TZVPD.

Each line ends with the Mulliken charge.
Geometry (Å):
C (3.391, 2.908, 4.805)  -1.43
C (1.886, 2.773, 4.572)  0.31
C (1.384, 1.531, 3.819)  0.21
O (0.630, 0.789, 4.766)  -0.05
C (0.666, 1.414, 5.948)  0.46
O (0.225, 0.959, 6.963)  -0.56
O (1.269, 2.626, 5.873)  -0.37
H (3.844, 3.028, 3.819)  0.35
H (3.820, 2.095, 5.385)  0.33
H (3.506, 3.847, 5.347)  0.40
H (1.531, 3.673, 4.066)  0.29
H (2.287, 0.952, 3.600)  0.12
H (0.911, 1.820, 2.886)  -0.02
C (-2.453, -0.703, 4.669)  -1.19
C (-2.513, 0.231, 3.489)  0.87
C (-1.615, -0.109, 2.342)  0.98
O (-2.481, -0.249, 1.206)  0.01
C (-3.751, -0.043, 1.574)  0.30
O (-4.669, 0.014, 0.834)  -0.53
O (-3.855, 0.256, 2.912)  -0.45
H (-2.633, -1.755, 4.448)  0.38
H (-3.083, -0.472, 5.532)  0.41
H (-1.475, -0.574, 5.148)  0.05
H (-2.363, 1.265, 3.807)  0.15
H (-1.253, -1.122, 2.550)  -0.23
H (-0.723, 0.417, 2.013)  -0.76
C (2.116, -0.493, -1.572)  -1.03
C (2.024, 1.000, -1.364)  0.77
C (0.958, 1.434, -0.341)  1.44
O (1.726, 1.972, 0.711)  -0.29
C (3.033, 1.994, 0.424)  0.46
O (3.862, 2.444, 1.155)  -0.58
O (3.266, 1.474, -0.796)  -0.42
H (1.331, -0.912, -2.207)  0.03
H (2.206, -1.100, -0.675)  0.04
H (2.964, -0.651, -2.247)  0.36
H (1.953, 1.540, -2.307)  0.22
H (0.399, 0.546, -0.033)  -0.18
H (0.197, 2.096, -0.757)  -0.97
C (0.443, -3.515, 5.007)  -1.37
C (1.568, -3.053, 4.115)  0.38
C (2.303, -4.129, 3.284)  -0.55
O (1.925, -3.895, 1.952)  -0.36
C (1.173, -2.799, 1.863)  0.26
O (0.673, -2.452, 0.812)  -0.57
O (1.062, -2.195, 3.019)  0.14
H (-0.066, -4.416, 4.676)  0.39
H (-0.179, -2.700, 5.368)  0.23
H (0.981, -3.791, 5.925)  0.44
H (2.283, -2.392, 4.600)  0.34
H (1.906, -5.085, 3.639)  0.31
H (3.373, -4.141, 3.482)  0.32
C (-3.758, -0.521, -3.073)  -1.36
C (-2.736, -1.066, -2.043)  2.05
C (-3.210, -2.457, -1.533)  -0.38
O (-2.293, -3.341, -2.226)  -0.40
C (-1.180, -2.671, -2.492)  0.40
O (-0.169, -3.127, -2.942)  -0.49
O (-1.476, -1.343, -2.614)  -0.04
H (-3.717, -1.042, -4.026)  0.43
H (-3.318, 0.471, -3.205)  0.12
H (-4.761, -0.393, -2.676)  0.35
H (-2.759, -0.437, -1.157)  -1.20
H (-4.168, -2.755, -1.948)  0.32
H (-3.173, -2.517, -0.448)  0.19
C (2.269, -2.311, -4.840)  -1.34
C (1.677, -1.070, -5.504)  1.61
C (2.567, -0.217, -6.470)  -0.44
O (1.950, -0.430, -7.730)  -0.35
C (0.749, -0.978, -7.587)  0.58
O (-0.058, -1.174, -8.461)  -0.60
O (0.565, -1.374, -6.336)  -0.35
H (2.844, -1.920, -3.995)  0.22
H (3.079, -2.817, -5.378)  0.46
H (1.580, -3.080, -4.512)  0.26
H (1.446, -0.373, -4.697)  -0.54
H (3.632, -0.401, -6.604)  0.33
H (2.439, 0.836, -6.202)  0.23
C (-3.206, 2.683, -1.785)  -1.20
C (-2.289, 3.458, -2.710)  0.49
C (-1.340, 4.436, -2.047)  -0.46
O (-0.110, 4.172, -2.708)  -0.34
C (-0.211, 3.051, -3.477)  0.56
O (0.712, 2.538, -4.034)  -0.55
O (-1.468, 2.629, -3.558)  -0.27
H (-3.497, 3.270, -0.914)  0.45
H (-2.753, 1.755, -1.441)  -0.06
H (-4.098, 2.507, -2.383)  0.45
H (-2.894, 4.052, -3.402)  0.44
H (-1.256, 4.112, -0.997)  0.16
H (-1.576, 5.493, -1.950)  0.37

Properties
charge	0
Kohn-Sham gap	10.333	eV
structure (SMILES)	C[C@H]1COC(=O)O1.C[C@H]1COC(=O)O1.C[C@H]1COC(=O)O1.C[C@H]1COC(=O)O1.C[C@H]1COC(=O)O1.C[C@H]1COC(=O)O1.C[C@H]1COC(=O)O1
HOMO level	-10.34	eV

Sorted by energy, starting with the most stable: entry Q, entry P.